ORCA calculation (the ωB97M-V functional and the def2-TZVPD basis) on a 2-piece molecular cluster, C2H8S3 overall in a non-equilibrium geometry.

```
13
Properties=species:S:1:pos:R:3:forces:R:3:lowdin_charge:R:1
C 0.0715 0.5896 -1.3693 -0.3 1.1 0.0 -0.491
S 1.6982 1.1578 -0.8257 0.0 0.4 0.1 0.337
S 1.7049 3.0698 -1.6326 0.0 -0.5 0.1 0.303
H 0.1389 0.3743 -2.4369 -0.2 -0.6 0.3 0.030
H -0.2324 -0.1965 -0.6843 0.1 -0.5 -0.5 -0.007
H -0.6738 1.3921 -1.2655 0.4 -0.1 0.1 0.034
H 1.7918 2.6334 -2.8990 0.1 0.2 -0.1 -0.198
C -1.2014 -1.7082 1.8350 -0.1 0.2 0.0 -0.481
S 0.4985 -1.6121 2.4884 -0.1 -0.2 -0.1 0.633
H -1.5037 -2.6761 1.4379 0.4 -0.1 0.1 0.029
H -1.2705 -0.9786 1.0370 -0.2 0.0 0.0 -0.005
H -1.9045 -1.4429 2.6163 -0.1 0.1 0.1 0.018
H 0.8823 -0.6026 1.6986 0.1 0.0 0.1 -0.202
```
Positions in Å, forces in eV/Å.

Summary:
E_HOMO ... -9.07 eV
Energy above the lowest of the compared OMol25 structures with the same formula, charge and spin ... 8.0 kcal/mol
HOMO-LUMO gap ... 9.5558 eV
LUMO ... 0.5 eV
Total energy ... -1275.53414 a.u.
SMILES ... CSS.CS

---

ORCA calculation (the ωB97M-V functional and the def2-TZVPD basis) on a 2-piece molecular cluster, C2H9BN overall in a non-equilibrium geometry.

```
13
Properties=species:S:1:pos:R:3:forces:R:3:lowdin_charge:R:1
B 0.9859 -1.9762 0.4719 1.4 -2.0 0.1 0.156
C 0.0939 -0.8916 -0.3292 0.7 2.1 -0.4 -0.205
C 0.5745 0.4296 0.1392 0.8 -1.3 1.6 -0.112
N -1.1138 1.7764 -0.2664 -3.4 2.4 -2.2 0.223
H 1.4594 -1.5568 1.4916 -0.3 -0.5 -0.2 0.056
H 1.1533 -3.1134 -0.1206 -0.3 1.8 0.8 0.101
H 0.2618 -1.0978 -1.3898 -0.5 -0.2 0.2 0.124
H -0.8261 -1.1628 0.1431 -1.3 -0.7 0.0 0.109
H 0.4426 0.7326 1.2048 0.2 -0.4 -0.9 0.097
H 1.2512 0.9944 -0.4232 1.0 0.5 -0.7 0.049
H -1.1144 2.4310 -1.1486 0.4 -1.9 1.8 0.180
H -1.3022 2.3641 0.5508 0.7 -0.3 0.2 0.114
H -1.8664 1.0704 -0.3235 0.7 0.4 -0.2 0.108
```
Positions in Å, forces in eV/Å.

Summary:
E_HOMO (alpha / beta) ... -11.31 / -15.81 eV
Energy above the lowest of the compared OMol25 structures with the same formula, charge and spin ... 23.1 kcal/mol
HOMO-LUMO gap (alpha / beta) ... 7.2344 / 5.9099 eV
⟨S²⟩ ... 2.01
Multiplicity ... 3
LUMO (alpha / beta) ... -4.1 / -9.9 eV
Total charge ... +1
Total energy ... -160.67828 a.u.

---

ORCA calculation (the ωB97M-V functional and the def2-TZVPD basis) on an isolated ion of composition C2H9BN and charge +1 in a non-equilibrium geometry.

```
13
Properties=species:S:1:pos:R:3:forces:R:3:lowdin_charge:R:1
B -1.5802 -0.5485 0.2783 1.0 1.8 0.5 -0.130
C -1.0347 0.8763 -0.0701 1.6 -0.8 -3.7 -0.032
C 0.7835 0.5897 0.2859 0.4 -0.5 -2.4 -0.053
N 1.3167 -0.7082 -0.2946 -4.4 -0.6 0.8 0.133
H -2.0305 -1.1730 -0.6325 -0.7 0.0 -1.1 0.112
H -1.3789 -0.9191 1.3051 0.0 -1.7 2.0 -0.001
H -0.9766 1.1264 -1.2007 -0.1 0.2 1.9 0.121
H -1.1672 1.7488 0.5511 -0.8 0.2 0.2 0.086
H 1.3435 1.2638 -0.3173 -0.2 1.4 -0.3 0.107
H 0.8016 0.8349 1.2942 0.3 -0.6 2.0 0.096
H 0.7446 -0.6972 -1.2647 2.4 -0.6 1.8 0.229
H 0.8669 -1.5283 0.2085 0.1 0.9 -0.5 0.162
H 2.3114 -0.8656 -0.1432 0.4 0.5 -1.1 0.170
```
Positions in Å, forces in eV/Å.

Summary:
E_HOMO (alpha / beta) ... -10.77 / -16.21 eV
Energy above the lowest of the compared OMol25 structures with the same formula, charge and spin ... 38.5 kcal/mol
HOMO-LUMO gap (alpha / beta) ... 6.8974 / 6.8448 eV
⟨S²⟩ ... 2.01
Multiplicity ... 3
LUMO (alpha / beta) ... -3.9 / -9.4 eV
Total charge ... +1
Total energy ... -160.65380 a.u.

---

ORCA calculation (the ωB97M-V functional and the def2-TZVPD basis) on an isolated ion of composition C2H9BNO3 and charge +1 in a non-equilibrium geometry.

```
16
Properties=species:S:1:pos:R:3:forces:R:3:lowdin_charge:R:1
C -1.4597 -1.2094 0.0644 -2.3 -1.5 0.8 -0.006
C -0.3301 -0.3433 0.3193 3.2 0.9 2.3 -0.329
N -0.5853 0.9625 -0.4132 1.8 0.3 -2.6 0.238
O 0.9164 -0.9176 -0.0605 -1.9 -0.4 -0.7 0.165
B 2.1011 -0.2538 0.0394 0.6 1.7 0.4 -0.773
O 1.8957 1.1220 0.3005 -0.4 -1.0 -0.2 0.150
O 3.2368 -0.9190 -0.1402 0.2 -0.7 -0.1 0.274
H -1.2939 -1.7344 -0.8632 -0.4 0.3 -0.7 0.109
H -1.7773 -2.0296 0.7470 1.3 0.6 0.2 0.125
H -2.3606 -0.5855 0.1574 0.0 -0.2 -0.9 0.106
H -0.1022 0.0425 1.3615 -1.1 -0.6 -0.8 0.194
H -0.6089 0.9442 -1.4679 -0.5 -0.6 1.2 0.217
H -1.3008 1.5317 -0.0573 -2.1 0.3 0.6 0.152
H 0.2000 1.5805 -0.2534 1.3 -0.1 0.3 0.125
H 2.6370 1.6860 0.4256 1.1 0.5 0.2 0.111
H 4.1815 -0.7347 -0.0860 -0.6 0.5 0.1 0.142
```
Positions in Å, forces in eV/Å.

Summary:
E_HOMO ... -15.81 eV
Energy above the lowest of the compared OMol25 structures with the same formula, charge and spin ... 2.2 kcal/mol
HOMO-LUMO gap ... 12.3807 eV
LUMO ... -3.4 eV
Total charge ... +1
Total energy ... -386.81453 a.u.
SMILES ... C[C@H]([NH3+])OB(O)O